Record 1
{
  "formula": "C24H50F9NO8P2Si",
  "method": "ωB97M-V/def2-TZVPD",
  "homo_energy_ev": -8.7,
  "smiles": "CC(C)C[Si@@H](CCN)CCC(F)(F)C(F)(F)C(F)(F)C(F)(F)F.CCOP(=O)(OCC)OCC.CCOP(=O)(OCC)OCC",
  "e_lumo_ev": -1.1,
  "e_tot_ev": -94481.7308,
  "species": ["P", "P", "Si", "F", "F", "F", "F", "F", "F", "F", "F", "F", "O", "O", "O", "O", "O", "O", "O", "O", "N", "C", "C", "C", "C", "C", "C", "C", "C", "C", "C", "C", "C", "C", "C", "C", "C", "C", "C", "C", "C", "C", "C", "C", "C", "H", "H", "H", "H", "H", "H", "H", "H", "H", "H", "H", "H", "H", "H", "H", "H", "H", "H", "H", "H", "H", "H", "H", "H", "H", "H", "H", "H", "H", "H", "H", "H", "H", "H", "H", "H", "H", "H", "H", "H", "H", "H", "H", "H", "H", "H", "H", "H", "H", "H"],
  "xyz": [[-4.49359, 2.66394, -0.45159], [1.39923, 2.35908, -4.30995], [1.15762, -1.67669, 2.71374], [4.27058, -5.20542, 5.83154], [6.00893, -1.50028, 5.33199], [4.23734, -3.50333, 7.70424], [2.84493, -0.85978, 6.30137], [5.05691, -0.93337, 7.16272], [6.34632, -3.11054, 7.58678], [2.89214, -2.83699, 5.39040], [6.31711, -5.26319, 6.39573], [5.76291, -4.14963, 4.64566], [0.92846, 1.32829, -3.31674], [2.94806, 2.44445, -3.75142], [-4.71052, 1.10769, 0.05818], [-6.11961, 2.86803, -0.73755], [1.67458, 3.68747, -5.27956], [-4.23174, 2.45235, -2.06302], [-3.05706, 2.88208, -0.05677], [1.57479, 1.35994, -5.61751], [-0.15081, -2.51391, -0.86193], [-6.78460, 2.51227, -1.95401], [-6.15967, 1.41851, 2.00421], [-4.84749, 0.88008, 1.46052], [3.63308, -0.97584, 4.11201], [-2.99261, 2.78723, -2.68696], [3.58759, -1.66440, 5.48328], [5.23264, -3.22778, 6.83971], [3.30482, 1.94201, -2.46692], [-1.53637, -2.69766, 3.33075], [0.93602, -1.81033, -0.16683], [-0.27095, 2.09002, -7.04734], [0.45017, -0.94908, 1.08622], [-0.17056, -2.26149, 3.94578], [2.26523, -0.41856, 3.63577], [-2.06070, 1.59272, -2.71323], [5.00319, -1.84753, 6.15542], [3.81960, 3.27040, -6.44476], [-1.42599, -3.74075, 2.17760], [2.96867, 4.20309, -5.60978], [3.75142, 0.49681, -2.55203], [-2.34745, -3.39421, 4.48706], [0.39105, 0.94563, -6.29904], [-6.79901, 1.02757, -2.24827], [5.36549, -4.45920, 5.87442], [4.13252, 2.55676, -2.10336], [4.11963, -1.59637, 3.33636], [0.44169, 2.58212, -7.70976], [-2.29569, -2.75645, 5.38917], [-2.53329, 3.65160, -2.20847], [4.69653, 0.41682, -3.09245], [-0.64697, 2.84851, -6.35429], [-1.82581, -4.33432, 4.75074], [0.80745, 0.08111, 0.89996], [-7.00299, 1.02894, 1.43333], [-6.38202, 3.08480, -2.78898], [-2.10770, -1.79105, 3.06293], [3.03013, -0.12426, -3.08383], [2.05415, -2.78384, 2.29637], [-3.39158, -3.58777, 4.18163], [-6.28355, 1.14219, 3.05254], [1.41592, -1.15179, -0.91784], [3.49012, 4.52711, -4.70966], [2.47991, 0.39191, 2.90792], [-1.75127, -3.28130, 1.22872], [4.31000, -0.10438, 4.23424], [-2.45293, 0.81918, -3.37778], [-6.19672, 2.50908, 1.93449], [0.68637, 0.16782, -7.00391], [-0.30765, 0.49816, -5.58467], [-0.65313, -0.98290, 1.05524], [-7.25899, 0.47647, -1.42593], [0.23205, -3.10000, 4.54715], [-1.00971, -1.97392, -0.82669], [3.30490, 3.00353, -7.36945], [-1.11221, 1.72619, -7.63946], [-2.16240, -4.54706, 2.36944], [-7.81752, 2.84827, -1.83305], [-1.06664, 1.87729, -3.07019], [4.76561, 3.75541, -6.69304], [-3.99965, 1.32585, 1.99043], [-1.95198, 1.13836, -1.72791], [2.48889, 2.07111, -1.75684], [-0.29860, -3.44139, -0.48276], [-7.36419, 0.83668, -3.16255], [1.71309, -2.54029, 0.12719], [-0.44336, -4.23611, 2.10557], [-4.80244, -0.19917, 1.61285], [-3.22545, 3.08746, -3.71273], [2.78373, 5.11079, -6.18972], [4.05010, 2.34014, -5.92856], [3.89261, 0.08496, -1.54973], [1.65630, 0.04396, 4.42947], [-5.79927, 0.61933, -2.38589], [-0.37816, -1.43927, 4.66394]]
}



Record 2
{
  "formula": "C24H50MnN2O2P2S",
  "method": "ωB97M-V/def2-TZVPD",
  "homo_energy_ev": [-21.2, -21.4],
  "charge": 4,
  "e_lumo_ev": [-14.3, -16.4],
  "multiplicity": 4,
  "e_tot_ev": -93462.7467,
  "s_squared": 3.84,
  "species": ["Mn", "S", "P", "P", "O", "O", "N", "N", "C", "C", "C", "C", "C", "C", "C", "C", "C", "C", "C", "C", "C", "C", "C", "C", "C", "C", "C", "C", "C", "C", "C", "C", "H", "H", "H", "H", "H", "H", "H", "H", "H", "H", "H", "H", "H", "H", "H", "H", "H", "H", "H", "H", "H", "H", "H", "H", "H", "H", "H", "H", "H", "H", "H", "H", "H", "H", "H", "H", "H", "H", "H", "H", "H", "H", "H", "H", "H", "H", "H", "H", "H", "H"],
  "xyz": [[-0.07705, -0.04436, -0.37399], [-2.37335, -0.01998, 0.12550], [0.36879, 0.40639, 2.44490], [0.45638, -0.20145, -2.51175], [0.72298, -2.84883, 0.36236], [0.09198, 2.96707, -0.21823], [-4.40717, -1.85111, -0.04557], [-4.32170, -0.52320, -1.75578], [-5.47557, -2.17356, -0.87489], [-0.04124, -1.87340, -3.20221], [-0.25055, 1.19343, -3.55331], [0.81448, -2.09682, 3.70332], [2.85314, 1.31730, -2.74661], [0.02784, 1.79433, -0.25799], [3.13213, -1.17866, -2.22014], [-4.11924, -2.45729, 1.24785], [0.43934, -1.72958, 0.13353], [-1.91736, 2.09844, 2.75723], [-1.55912, -1.27534, 3.54986], [-5.41706, -1.34492, -1.94894], [0.06999, 1.08678, -5.04806], [3.12643, -0.30984, 2.30360], [-3.67335, -0.84839, -0.59789], [-1.56389, -2.00761, -3.25495], [2.59309, 2.12647, 2.60103], [-0.09736, -0.86644, 3.73531], [-0.19420, 2.14934, 4.60022], [2.29190, -0.10400, -2.93486], [-0.42825, 1.96327, 3.09345], [2.14643, 0.69335, 2.91455], [0.60877, -2.24584, -4.53616], [-1.75114, 1.39828, -3.31137], [1.69992, -2.31249, -4.46120], [-1.83799, -3.06641, -3.36563], [-2.26468, -0.49625, 3.86206], [0.27254, 2.08198, -3.15435], [0.38712, -2.86510, 4.36232], [2.11911, 0.55014, 4.01020], [1.82388, -1.87849, 4.07127], [-2.08620, 2.20499, 1.67798], [1.59795, 0.26073, 0.21125], [0.03139, -0.35651, 4.70434], [1.14063, 0.93995, -5.24474], [3.27489, -0.11640, 1.23207], [0.24200, -3.23505, -4.84192], [2.83235, -1.35714, 2.43594], [3.33823, -0.92255, -1.17028], [-6.17313, -2.95271, -0.62689], [-2.50302, 1.24241, 3.11598], [2.62593, 1.96274, -3.60598], [-0.81329, 1.45022, 5.18192], [0.85787, 2.02642, 4.89043], [0.32620, -2.57310, -2.42940], [4.09619, -0.16610, 2.80541], [2.32618, -0.32433, -4.01435], [3.94652, 1.26207, -2.66905], [2.41568, 2.40307, 1.55204], [4.10084, -1.26011, -2.73887], [0.34948, -1.53360, -5.32819], [-0.50327, 3.17138, 4.86783], [-4.00554, 0.21761, -2.37339], [0.87730, -2.51694, 2.68855], [-4.88776, -3.20399, 1.46103], [-2.06574, 2.33611, -3.79481], [-1.77250, -1.52461, 2.49921], [-0.50550, 0.28484, -5.53076], [1.73472, 0.10411, -0.59562], [-1.99735, -1.47060, -4.10918], [-6.05635, -1.24703, -2.80602], [-2.04823, -1.64829, -2.33866], [-2.30632, 3.00543, 3.24736], [2.10343, 2.86560, 3.24231], [2.47886, 1.83452, -1.85285], [-3.13705, -2.94573, 1.23431], [-4.12328, -1.69524, 2.03865], [-1.77314, -2.16792, 4.15742], [-2.34578, 0.58448, -3.75158], [2.66104, -2.17191, -2.25541], [0.09867, 2.75905, 2.53919], [3.66947, 2.19329, 2.79616], [-0.21968, 2.03221, -5.53150], [-1.99925, 1.47945, -2.24197]]
}



Record 3
{
  "formula": "C24H51BF4N7O5",
  "method": "ωB97M-V/def2-TZVPD",
  "homo_energy_ev": -7.1,
  "charge": -1,
  "de_lowest_kcal_mol": 0.00,
  "e_lumo_ev": 2.2,
  "e_tot_ev": -57928.8986,
  "species": ["F", "F", "F", "F", "O", "O", "O", "O", "O", "N", "N", "N", "N", "N", "N", "N", "C", "C", "C", "C", "C", "C", "C", "C", "C", "C", "C", "C", "C", "C", "C", "C", "C", "C", "C", "C", "C", "C", "C", "C", "B", "H", "H", "H", "H", "H", "H", "H", "H", "H", "H", "H", "H", "H", "H", "H", "H", "H", "H", "H", "H", "H", "H", "H", "H", "H", "H", "H", "H", "H", "H", "H", "H", "H", "H", "H", "H", "H", "H", "H", "H", "H", "H", "H", "H", "H", "H", "H", "H", "H", "H", "H"],
  "xyz": [[-1.18655, -0.80259, 0.23996], [-0.53580, 1.28946, -0.01070], [0.65492, -0.25648, -1.19716], [0.74290, -0.04343, 1.09257], [2.16285, 1.54283, 2.75651], [1.29140, 1.54880, -3.24148], [-2.21278, -3.71635, 0.21452], [0.22885, 3.85155, 0.23978], [-1.32882, -1.39679, -2.84830], [0.66332, -4.06781, 3.12642], [5.19712, -0.93346, 2.11657], [-4.72023, -1.31442, 1.71156], [-2.10724, 2.42257, 5.17547], [4.96738, 3.43472, -1.41965], [-3.37070, 3.77447, -3.12112], [2.99772, -2.00619, -2.15185], [1.30705, 2.93836, 4.35535], [-3.46698, 1.73306, -1.41383], [3.16190, -1.28427, 3.64581], [0.93385, 1.80848, 3.36780], [-2.13471, -6.02048, -0.84234], [1.42466, 4.17056, -0.50944], [-1.26470, -2.14194, 3.20733], [0.19123, 2.34124, -3.31090], [2.27228, 4.73203, 0.55182], [-1.40661, -4.58398, -0.62640], [-2.40756, 2.12355, 4.06464], [4.29414, -1.12355, 2.78151], [0.53286, 3.53320, -4.16580], [3.86050, 1.00462, -0.74199], [2.72702, -2.56800, -1.23619], [4.46816, 2.42726, -1.12914], [2.17150, -3.18225, 0.08985], [-2.77816, 1.71551, 2.64694], [-4.60273, -1.87388, -0.93391], [-4.62159, -1.53626, 0.55066], [-0.21438, -3.24084, 3.14175], [-0.09640, -3.11854, -3.99641], [-0.53511, -1.61165, -4.02363], [-3.39211, 2.91262, -2.45929], [-0.07406, -0.02367, -0.02229], [-2.86255, 0.90718, -1.74634], [2.80953, 4.07860, 1.25194], [1.86904, 2.49342, 5.13761], [-1.37849, -1.88880, 4.21618], [-1.51932, -6.44532, -1.58076], [3.84399, 1.00827, 0.42973], [-3.59180, -1.49052, -1.32904], [1.86966, 5.51793, 1.08224], [-0.78989, -1.32916, 2.54614], [-0.33014, 4.18465, -3.97008], [-1.73081, -2.94528, 0.65204], [0.30296, 3.24600, -5.22814], [1.93995, 0.97912, 2.08696], [4.53489, 0.36358, -1.08483], [0.00944, 2.83749, 0.02345], [-3.08925, -5.82785, -1.35561], [-1.10328, -1.53948, -4.90505], [2.23626, -1.02773, 3.15480], [0.32734, -0.99447, -4.10557], [1.42516, -2.50374, 0.37275], [-2.61584, 0.73562, 2.50977], [0.59579, -3.38966, -3.17814], [-0.13806, 2.95449, -2.44014], [3.17652, -0.91851, 4.55533], [-3.71607, 2.05992, 2.52664], [-4.44936, 1.48982, -0.98431], [-0.74409, -1.17498, -2.08787], [3.07084, 4.99258, -0.15010], [1.18865, 4.81866, -1.31890], [1.19456, 0.76281, -2.66455], [-2.25568, -2.56578, 2.91442], [3.09317, -2.32128, 3.86902], [-2.13412, 2.16678, 1.98870], [0.29902, 3.09766, 4.90813], [-0.51316, -4.73335, -0.05606], [-4.84544, -2.93851, -1.17847], [-0.76124, 1.93427, -3.59604], [0.11551, 2.32384, 2.85478], [0.61352, 0.85120, 3.83841], [0.48050, -3.40009, -4.95294], [-0.93876, -3.74963, -4.07302], [-5.35950, -1.31048, -1.35383], [-2.93667, 2.16234, -0.46408], [-1.24568, -3.99931, -1.61429], [3.08999, -3.18227, 0.67542], [1.72689, -4.13268, -0.01783], [1.30977, 4.02413, -3.72293], [1.48023, 3.78022, 4.01275], [-2.42595, -6.57170, 0.01389], [2.89628, 0.77722, -0.91464], [2.18130, 3.37474, -1.22255]]
}